Version w
Computed, not measured: a cluster of 2 separate species, C3H3NO3 in total, with the ωB97M-V functional and the def2-TZVPD basis.

Values from the calculation:
HOMO: -0.35664 hartree
SMILES: CC#[N+][O-].O=C=O
frontier orbital gap: 10.3 eV

Last column: Mulliken charge in e.
Atoms and positions in Å:
1 C 0.360 0.502 1.729  -0.9737
2 C -0.581 0.024 0.726  0.4112
3 N -1.234 -0.333 -0.155  0.4255
4 O -1.783 -0.701 -1.179  -0.6724
5 H 0.903 1.374 1.351  0.2599
6 H -0.192 0.782 2.627  0.3143
7 H 1.083 -0.282 1.976  0.2631
8 O -0.022 -0.813 -3.343  -0.3877
9 C 0.443 -0.459 -2.340  0.8154
10 O 1.023 -0.092 -1.392  -0.4556



Version x
Computed, not measured: the molecule C3H3NO3, with the ωB97M-V functional and the def2-TZVPD basis.

Values from the calculation:
HOMO: -0.40000 hartree
frontier orbital gap: 11.8 eV

Last column: Mulliken charge in e.
Atoms and positions in Å:
1 N -1.011 1.540 -1.005  -0.6379
2 C -0.364 0.588 -0.511  0.1784
3 O 0.822 0.007 -0.882  -0.3953
4 C 0.994 -0.837 0.273  0.2327
5 O 0.766 -0.015 1.367  -0.4602
6 C -0.667 -0.205 0.735  0.3832
7 O -0.276 -1.509 0.411  -0.4287
8 H -0.525 1.937 -1.808  0.2798
9 H 1.881 -1.456 0.162  0.3977
10 H -1.619 -0.050 1.258  0.4501



Version y
Computed, not measured: the molecule C3H3NO3, with the ωB97M-V functional and the def2-TZVPD basis.

Values from the calculation:
HOMO: -0.40500 hartree
SMILES: [H]/N=C(/C=O)OC=O
frontier orbital gap: 10.5 eV

Last column: Mulliken charge in e.
Atoms and positions in Å:
1 H -0.515 2.019 -1.550  0.2814
2 N -1.123 1.409 -1.002  -0.6222
3 C -0.465 0.517 -0.398  0.4287
4 C -1.230 -0.463 0.448  0.2233
5 O -0.694 -1.374 1.032  -0.4728
6 O 0.879 0.368 -0.478  -0.3505
7 C 1.607 -0.525 0.323  0.2181
8 O 2.209 -0.150 1.275  -0.4230
9 H -2.315 -0.273 0.469  0.3660
10 H 1.646 -1.527 -0.118  0.3511



Result of the stability comparison: version y is the most stable of them.



Version w
Computed, not measured: the molecule C3H3NO3, with the ωB97M-V functional and the def2-TZVPD basis.

Values from the calculation:
HOMO: -0.38643 hartree
SMILES: O=C1CNC(=O)O1
frontier orbital gap: 10.8 eV

Last column: Mulliken charge in e.
Atoms and positions in Å:
1 O 2.096 -1.218 -0.291  -0.4498
2 C 0.983 -0.870 -0.140  0.5083
3 C 0.606 0.755 0.078  -0.3291
4 N -0.820 0.595 -0.341  -0.1185
5 C -1.159 -0.660 0.014  0.4631
6 O -2.250 -1.209 -0.172  -0.5579
7 O -0.107 -1.516 0.171  -0.2179
8 H 0.791 0.981 1.312  0.2182
9 H 1.155 1.768 -0.349  0.2860
10 H -1.295 1.375 -0.281  0.1976



Version x
Computed, not measured: a cluster of 2 separate species, C3H3NO3 in total, with the ωB97M-V functional and the def2-TZVPD basis.

Values from the calculation:
HOMO: -0.40940 hartree
SMILES: COC#N.O=C=O
frontier orbital gap: 11.6 eV

Last column: Mulliken charge in e.
Atoms and positions in Å:
1 C 0.060 -0.124 0.514  -0.5334
2 O -1.225 0.356 0.261  -0.3526
3 C -1.716 1.304 1.012  0.5854
4 N -2.124 2.235 1.522  -0.4390
5 H -0.112 -0.678 1.481  0.2908
6 H 0.789 0.792 0.612  0.2700
7 H 0.422 -0.795 -0.435  0.1976
8 O 0.250 2.897 3.135  -0.3617
9 C -0.437 2.217 3.747  0.7080
10 O -1.123 1.509 4.328  -0.3651



Result of the stability comparison: version x is the most stable of them.



Version w
Computed, not measured: the molecule C3H3NO3, with the ωB97M-V functional and the def2-TZVPD basis.

Values from the calculation:
HOMO: -0.34638 hartree
frontier orbital gap: 9.6 eV

Last column: Mulliken charge in e.
Atoms and positions in Å:
1 N -0.504 1.306 -0.798  -0.5897
2 C -0.463 0.107 -0.473  0.7478
3 O 0.559 -0.778 -0.256  -0.2251
4 C 1.807 -0.315 0.033  0.1678
5 O 2.121 0.833 0.153  -0.4663
6 C -1.845 -0.434 1.072  -0.2768
7 O -1.664 -0.555 -0.233  -0.2057
8 H 0.417 1.724 -0.840  0.3093
9 H 2.477 -1.177 0.130  0.3498
10 H -2.905 -0.711 1.211  0.1889



Version x
Computed, not measured: the molecule C3H3NO3, with the ωB97M-V functional and the def2-TZVPD basis.

Values from the calculation:
HOMO: -0.38864 hartree
SMILES: Cc1noc(=O)o1
frontier orbital gap: 11.2 eV

Last column: Mulliken charge in e.
Atoms and positions in Å:
1 C -1.650 0.235 -0.192  -0.9276
2 C -0.182 -0.037 0.033  0.6541
3 N 0.225 -1.256 0.049  -0.3016
4 O 1.618 -1.198 0.240  -0.1313
5 C 2.077 0.063 0.179  0.6250
6 O 3.184 0.474 0.335  -0.4510
7 O 0.801 0.877 0.133  -0.3362
8 H -1.831 0.531 -1.231  0.2485
9 H -2.192 -0.702 -0.010  0.3126
10 H -2.052 1.012 0.464  0.3076



Version y
Computed, not measured: a cluster of 2 separate species, C3H3NO3 in total, with the ωB97M-V functional and the def2-TZVPD basis.

Values from the calculation:
HOMO: -0.33623 hartree
frontier orbital gap: 10.0 eV

Last column: Mulliken charge in e.
Atoms and positions in Å:
1 N -0.126 -1.186 -1.155  -0.1198
2 C -0.040 -0.200 -0.308  -0.1113
3 O -0.247 1.033 -0.800  -0.3021
4 C -0.138 1.970 0.225  0.3075
5 O -0.299 3.130 0.027  -0.4247
6 C 0.418 -1.731 1.274  -0.0285
7 O 0.603 -1.311 2.321  -0.1804
8 H -0.330 -1.139 -2.148  0.2079
9 H 0.105 1.489 1.187  0.3251
10 H 0.053 -2.056 -0.623  0.3263



Result of the stability comparison: version x is the most stable of them.



Version w
Computed, not measured: a structure of composition C5H5NO2, with the ωB97M-V functional and the def2-TZVPD basis.

Values from the calculation:
HOMO (spin up / spin down): -0.36883 / -0.36881 hartree
frontier orbital gap (spin up / spin down): 8.1 / 8.1 eV

Last column: Mulliken charge in e.
Atoms and positions in Å:
1 C -2.289 -0.012 0.185  -0.9160
2 N 0.932 -0.002 -0.683  -0.4642
3 C 1.109 0.033 0.602  0.2962
4 C -1.549 -0.789 -0.854  0.3684
5 C 2.506 0.474 0.203  -0.6088
6 C 3.655 0.831 0.076  0.5148
7 O 0.614 -0.136 1.692  -0.5553
8 O -1.927 -1.660 -1.561  -0.4035
9 H -0.401 -0.444 -0.964  0.4133
10 H -3.336 -0.312 0.213  0.3139
11 H -1.789 -0.182 1.143  0.3068
12 H -2.193 1.054 -0.036  0.3074
13 H 4.668 1.144 -0.016  0.4270



Version x
Computed, not measured: the molecule C5H5NO2, with the ωB97M-V functional and the def2-TZVPD basis.

Values from the calculation:
HOMO: -0.35765 hartree
SMILES: N#CC1O[C@@H]2C[C@H]2O1
frontier orbital gap: 10.3 eV

Last column: Mulliken charge in e.
Atoms and positions in Å:
1 N 3.248 -0.494 -0.705  -0.4832
2 C 2.346 0.090 -0.093  0.0875
3 C 1.132 0.383 0.731  0.3486
4 O 0.383 1.404 -0.032  -0.3553
5 C -0.504 0.516 -0.647  -0.1873
6 C -1.877 -0.369 -0.556  -0.4977
7 C -0.829 -0.379 0.450  0.2239
8 O 0.528 -0.880 0.706  -0.3550
9 H 1.485 0.826 1.635  0.3004
10 H 0.044 -0.005 -1.432  0.2476
11 H -1.807 -1.239 -1.259  0.2592
12 H -2.891 0.048 -0.216  0.2541
13 H -1.258 0.102 1.417  0.1573



Version y
Computed, not measured: the molecule C5H5NO2, with the ωB97M-V functional and the def2-TZVPD basis.

Values from the calculation:
HOMO: -0.34605 hartree
SMILES: O=C1N[C@H]2C=CO[C@@H]12
frontier orbital gap: 10.2 eV

Last column: Mulliken charge in e.
Atoms and positions in Å:
1 O -1.604 -0.964 1.931  -0.6091
2 C -0.483 -0.553 1.373  0.3180
3 N 0.540 -1.390 0.706  -0.2940
4 C 0.850 -0.300 -0.173  0.1185
5 C -0.126 -0.094 -1.442  -0.6529
6 C -0.776 1.012 -1.035  0.0006
7 O -0.585 1.518 0.202  -0.3639
8 C 0.280 0.657 0.831  0.0036
9 H 0.376 -2.315 0.557  0.2111
10 H 1.911 -0.087 -0.246  0.3354
11 H 0.073 -0.347 -2.514  0.2889
12 H -1.321 1.839 -1.801  0.2524
13 H 0.865 1.024 1.610  0.3914



Result of the stability comparison: version y is the most stable of them.



Version w
Computed, not measured: a cluster of 3 separate species, C2H12NO2S in total, with the ωB97M-V functional and the def2-TZVPD basis.

Values from the calculation:
HOMO: -0.48063 hartree
total charge: +1
frontier orbital gap: 9.9 eV

Last column: Mulliken charge in e.
Atoms and positions in Å:
1 C 0.104 -0.003 -0.006  -0.2760
2 C 1.291 0.269 -0.908  -0.7289
3 S 1.030 -0.621 -2.555  -0.2077
4 N -0.016 -1.387 0.428  -0.2597
5 H 0.027 0.504 0.916  0.3886
6 H -0.801 0.365 -0.366  0.2224
7 H 1.255 1.279 -1.368  0.3214
8 H 2.304 0.007 -0.559  0.3794
9 H 0.541 0.364 -3.392  0.1678
10 H -0.739 -1.774 1.045  0.3238
11 H 0.104 -1.971 -0.400  0.3305
12 H 0.805 -1.512 1.034  0.3372
13 H 1.492 -0.019 3.523  0.3400
14 H 0.038 0.036 3.924  0.3338
15 O 0.608 -0.380 3.179  -0.6639
16 H -3.009 0.933 -1.539  0.2999
17 H -2.609 2.355 -1.770  0.3143
18 O -2.425 1.555 -1.188  -0.6229



Version x
Computed, not measured: a cluster of 3 separate species, C2H12NO2S in total, with the ωB97M-V functional and the def2-TZVPD basis.

Values from the calculation:
HOMO: -0.47435 hartree
total charge: +1
frontier orbital gap: 9.8 eV

Last column: Mulliken charge in e.
Atoms and positions in Å:
1 C 0.817 0.264 -0.540  -0.4928
2 C 1.552 1.552 -0.276  -0.6908
3 S 1.491 2.088 1.487  -0.1612
4 N -0.662 0.358 -0.301  -0.1334
5 H 0.868 0.013 -1.608  0.3189
6 H 1.230 -0.568 0.023  0.2933
7 H 2.579 1.265 -0.552  0.3448
8 H 1.352 2.405 -0.911  0.4287
9 H 0.226 2.218 1.819  0.1065
10 H -1.018 0.095 0.651  0.2726
11 H -1.028 1.270 -0.567  0.3925
12 H -1.142 -0.379 -0.839  0.3713
13 H -1.653 -2.663 -1.289  0.3112
14 H -0.838 -2.682 -2.482  0.3104
15 O -1.068 -2.049 -1.780  -0.6574
16 H -0.150 -1.397 2.269  0.3157
17 H -1.565 -0.822 2.828  0.3091
18 O -0.990 -0.969 2.069  -0.6395



Version y
Computed, not measured: a cluster of 3 separate species, C2H12NO2S in total, with the ωB97M-V functional and the def2-TZVPD basis.

Values from the calculation:
HOMO: -0.49117 hartree
total charge: +1
frontier orbital gap: 10.0 eV

Last column: Mulliken charge in e.
Atoms and positions in Å:
1 C -0.160 -0.508 0.125  -0.2089
2 C 0.069 0.241 -1.196  -0.8716
3 S 0.491 2.000 -1.015  -0.1984
4 N 1.304 -0.569 0.697  -0.2756
5 H -0.567 -1.531 -0.072  0.2717
6 H -0.946 -0.015 0.821  0.2796
7 H -0.881 0.232 -1.816  0.3458
8 H 0.773 -0.161 -1.744  0.4836
9 H 1.548 2.196 -1.768  0.1788
10 H 1.740 0.396 0.545  0.3596
11 H 1.949 -1.245 0.284  0.3340
12 H 1.425 -0.529 1.732  0.3412
13 H 1.827 -3.731 0.149  0.3198
14 H 3.301 -3.010 0.407  0.2946
15 O 2.447 -3.006 0.137  -0.6528
16 H -4.085 1.089 2.285  0.3168
17 H -4.728 -0.377 1.936  0.3170
18 O -4.671 0.538 1.741  -0.6352



Result of the stability comparison: version x is the most stable of them.



Version w
Computed, not measured: a cluster of 2 separate species, CHClFNO2 in total, with the ωB97M-V functional and the def2-TZVPD basis.

Values from the calculation:
HOMO (spin up / spin down): -0.35627 / -0.35609 hartree
frontier orbital gap (spin up / spin down): 8.9 / 8.9 eV

Last column: Mulliken charge in e.
Atoms and positions in Å:
1 C -0.189 0.469 -0.469  0.1388
2 N -2.218 -0.294 -0.061  0.7099
3 O -2.865 0.603 0.344  -0.4324
4 O -2.429 -1.422 -0.369  -0.4667
5 F 0.009 0.433 -1.795  -0.1611
6 Cl -0.400 2.160 0.017  -0.0901
7 H 0.415 0.013 0.245  0.3015



Version x
Computed, not measured: the molecule CHClFNO2, with the ωB97M-V functional and the def2-TZVPD basis.

Values from the calculation:
HOMO: -0.41280 hartree
SMILES: O=[N+]([O-])[C@@H](F)Cl
frontier orbital gap: 11.3 eV

Last column: Mulliken charge in e.
Atoms and positions in Å:
1 O 1.403 -0.201 1.800  -0.5145
2 N 1.514 0.549 0.885  0.8443
3 O 2.209 1.499 0.742  -0.4799
4 C 0.552 0.191 -0.437  0.1663
5 F 0.296 1.344 -1.046  -0.1796
6 Cl 1.447 -0.927 -1.455  -0.1067
7 H -0.360 -0.264 -0.036  0.2701



Result of the stability comparison: version x is the most stable of them.



Version w
Computed, not measured: a cluster of 2 separate species, C3H8O2 in total, with the ωB97M-V functional and the def2-TZVPD basis.

Values from the calculation:
HOMO: -0.41044 hartree
SMILES: O=CO.CC
frontier orbital gap: 11.9 eV

Last column: Mulliken charge in e.
Atoms and positions in Å:
1 O 3.586 -0.483 0.933  -0.4199
2 C 4.310 0.396 1.270  0.2362
3 O 3.878 1.690 1.422  -0.4333
4 H 5.378 0.324 1.493  0.2964
5 H 3.105 1.601 2.001  0.3204
6 C -2.835 -0.581 -0.236  -0.8634
7 C -2.213 -0.245 -1.562  -0.7893
8 H -2.172 -0.974 0.522  0.3018
9 H -3.507 -1.443 -0.274  0.2865
10 H -3.422 0.269 0.101  0.2562
11 H -1.548 -1.006 -1.955  0.2900
12 H -3.006 -0.151 -2.303  0.2610
13 H -1.555 0.604 -1.414  0.2575



Version x
Computed, not measured: a structure of composition C3H8O2, with the ωB97M-V functional and the def2-TZVPD basis.

Values from the calculation:
HOMO: -0.26538 hartree
frontier orbital gap: 7.8 eV

Last column: Mulliken charge in e.
Atoms and positions in Å:
1 C -1.743 0.349 -0.227  -0.5125
2 C -0.003 -0.405 0.552  -0.4919
3 O -0.295 -0.169 -1.013  -0.3641
4 C 1.286 0.323 0.756  -0.4109
5 O 2.344 -0.109 -0.098  -0.5241
6 H -1.569 1.320 0.221  0.2687
7 H -2.318 -0.300 0.427  0.3126
8 H -2.254 0.461 -1.200  0.2745
9 H 0.178 -1.488 0.608  0.2362
10 H -0.483 -1.028 -1.423  0.3439
11 H 1.142 1.411 0.645  0.2370
12 H 1.618 0.142 1.784  0.3326
13 H 2.015 0.024 -0.997  0.2981



Result of the stability comparison: version w is the most stable of them.



Version w
Computed, not measured: the molecule C3H8O2, with the ωB97M-V functional and the def2-TZVPD basis.

Values from the calculation:
HOMO: -0.37855 hartree
SMILES: OCCCO
frontier orbital gap: 11.2 eV

Last column: Mulliken charge in e.
Atoms and positions in Å:
1 O 2.059 -0.150 1.265  -0.5423
2 C 0.640 -0.365 1.243  -0.4581
3 C 0.148 0.027 -0.134  -0.5840
4 C -1.371 0.102 -0.462  -0.2383
5 O -1.591 0.426 -1.815  -0.5035
6 H 2.522 -0.813 0.797  0.2966
7 H 0.563 -1.455 1.390  0.2614
8 H 0.221 0.227 2.051  0.2979
9 H 0.611 0.992 -0.368  0.3224
10 H 0.460 -0.656 -0.941  0.3373
11 H -1.926 -0.845 -0.367  0.2500
12 H -1.778 0.815 0.268  0.2514
13 H -0.764 0.616 -2.264  0.3092



Version x
Computed, not measured: a cluster of 2 separate species, C3H8O2 in total, with the ωB97M-V functional and the def2-TZVPD basis.

Values from the calculation:
HOMO: -0.40584 hartree
SMILES: O=CO.CC
frontier orbital gap: 11.8 eV

Last column: Mulliken charge in e.
Atoms and positions in Å:
1 O -2.249 1.327 -0.989  -0.4794
2 C -2.572 1.945 -1.964  0.2448
3 O -2.095 1.764 -3.178  -0.4017
4 H -3.476 2.588 -2.037  0.2927
5 H -1.287 1.146 -3.024  0.3434
6 C 3.216 -2.889 3.169  -0.7057
7 C 2.862 -1.567 2.415  -0.7416
8 H 3.761 -2.722 4.186  0.2352
9 H 4.049 -3.363 2.584  0.2337
10 H 2.296 -3.586 3.238  0.2366
11 H 2.853 -1.702 1.301  0.2434
12 H 1.867 -1.171 2.749  0.2402
13 H 3.658 -0.851 2.629  0.2584



Version y
Computed, not measured: a cluster of 2 separate species, C3H8O2 in total, with the ωB97M-V functional and the def2-TZVPD basis.

Values from the calculation:
HOMO: -0.31898 hartree
SMILES: C=C(C)O.O
frontier orbital gap: 9.5 eV

Last column: Mulliken charge in e.
Atoms and positions in Å:
1 C 1.046 -0.658 1.795  -1.0458
2 C 0.830 -0.310 0.522  0.8478
3 C 1.689 0.654 -0.250  -1.0626
4 O -0.114 -0.928 -0.254  -0.4834
5 H 1.947 -0.336 2.295  0.2515
6 H 0.261 -1.200 2.303  0.2967
7 H 1.559 1.687 0.063  0.2781
8 H 1.493 0.554 -1.310  0.3088
9 H 2.713 0.320 -0.112  0.3091
10 H -0.305 -1.759 0.196  0.2983
11 O -3.325 0.707 -1.818  -0.6243
12 H -3.780 0.767 -0.974  0.3140
13 H -4.013 0.503 -2.457  0.3118



Result of the stability comparison: version x is the most stable of them.